(1)
The following is a quantum chemistry calculation of an isolated molecule of C17H28N2O5, from the OMol25 dataset.

Positions of all 52 atoms, in Å:
C: -5.5388 -0.2039 0.8145
C: -4.7225 -1.2064 0.0084
C: -3.8311 -0.5422 -1.0397
C: -2.6397 0.1949 -0.4032
N: -1.8171 -0.7536 0.3236
C: -0.9120 -0.1826 1.3224
C: -1.6919 0.3906 2.5035
C: -0.0644 0.9037 0.6669
O: -0.5182 2.0239 0.4540
N: 1.1444 0.5749 0.1901
C: 1.8206 1.5866 -0.6139
C: 1.7467 2.9140 0.1317
O: 2.0646 3.0646 1.2810
O: 1.3936 3.9190 -0.6717
C: 3.2580 1.0783 -0.7618
C: 3.4030 0.0881 0.3968
C: 4.5438 -0.9166 0.2630
C: 4.2700 -1.9830 -0.7929
C: 2.9461 -2.6795 -0.5021
C: 1.8008 -1.6743 -0.5458
C: 2.0078 -0.5522 0.4784
C: -1.8619 0.8786 -1.5167
O: -0.8819 0.4087 -2.0425
O: -2.4155 2.0233 -1.9025
H: -6.1506 0.4089 0.1558
H: -6.1967 -0.7245 1.5066
H: -4.8927 0.4514 1.3915
H: -4.0903 -1.7912 0.6773
H: -5.4040 -1.8908 -0.5014
H: -3.4384 -1.3055 -1.7156
H: -4.4124 0.1712 -1.6265
H: -3.0061 0.9656 0.2740
H: -1.2761 -1.2771 -0.3615
H: -0.2880 -1.0098 1.6694
H: -2.0918 1.3694 2.2524
H: -1.0308 0.5069 3.3584
H: -2.5046 -0.2813 2.7654
H: 1.3042 1.7051 -1.5716
H: 1.3098 4.7389 -0.1600
H: 3.3808 0.5810 -1.7223
H: 3.9810 1.8898 -0.6948
H: 3.5510 0.6735 1.3105
H: 5.4648 -0.3803 0.0267
H: 4.6857 -1.4094 1.2277
H: 5.0840 -2.7102 -0.7901
H: 4.2333 -1.5325 -1.7860
H: 2.7674 -3.4679 -1.2353
H: 2.9887 -3.1432 0.4863
H: 1.7274 -1.2363 -1.5419
H: 0.8550 -2.1792 -0.3394
H: 1.8213 -0.9313 1.4875
H: -1.8766 2.4541 -2.5849

Output
Charge: 0
Lowest unoccupied orbital energy: 0.0271 Eh
Frontier orbital gap: 9.67 eV
HOMO: -8.934 eV

(2)
The following is a quantum chemistry calculation of a structure of composition C20H24INOP2Pt at a distorted geometry, from the OMol25 dataset.

Positions of all 50 atoms, in Å:
C: -1.8298 2.8407 -2.2115
C: -1.4936 1.6000 -1.7302
C: -0.1265 1.1879 -1.8684
C: 0.9115 2.2435 -1.8109
C: 0.4812 3.5901 -2.1275
C: -0.8507 3.8092 -2.4458
C: 2.2086 1.8387 -1.4244
C: 2.5812 0.4931 -1.5065
C: 1.4844 -0.4971 -1.5558
C: 1.7768 -1.8509 -1.1682
C: 3.0894 -2.2874 -1.3524
C: 4.1288 -1.3725 -1.5471
C: 3.9344 0.0013 -1.4715
H: -2.8636 3.0964 -2.2807
H: 1.2299 4.4096 -2.1508
H: -1.1719 4.7628 -2.8224
H: 2.7981 2.5682 -0.8708
H: 3.3077 -3.3397 -1.2975
H: 5.1228 -1.7313 -1.6700
H: 4.7683 0.7288 -1.4687
N: 0.2250 -0.1188 -1.8885
Pt: -0.0248 0.2367 1.7219
C: -2.4069 0.6804 -0.9535
H: -2.2567 -0.3462 -1.3056
H: -3.4642 1.0146 -1.0859
C: 0.6536 -2.6123 -0.5546
H: -0.2041 -2.4827 -1.2200
H: 0.9709 -3.6817 -0.4587
P: -2.0333 0.7595 0.8469
P: 0.2175 -1.9299 1.1171
C: 1.4626 -2.8249 2.1265
H: 1.1704 -2.7234 3.1805
H: 1.4909 -3.8848 1.8255
H: 2.4473 -2.3448 1.9797
C: -1.2675 -2.9533 1.4221
H: -0.9529 -4.0105 1.4921
H: -1.6975 -2.6184 2.3658
H: -2.0042 -2.8355 0.5995
C: -2.4200 2.4535 1.3295
H: -3.4195 2.6788 0.9299
H: -2.4090 2.4364 2.4354
H: -1.6289 3.1083 0.9243
C: -3.3473 -0.2671 1.5621
H: -3.1323 -0.2948 2.6387
H: -4.2868 0.2719 1.3566
H: -3.3505 -1.2780 1.1086
C: -0.5624 -0.0488 3.4855
O: -0.7221 -0.0066 4.6364
H: 0.9484 1.1361 0.8705
I: 2.5174 0.3949 2.2930

Output
Charge: +2
Lowest unoccupied orbital energy (alpha / beta): -0.2317 / -0.3676 Eh
Spin multiplicity: 5
Frontier orbital gap (alpha / beta): 6.17 / 4.62 eV
<S²>: 6.05
HOMO (alpha / beta): -12.471 / -14.621 eV